# 1
An isolated molecule of C2H2Cl3O3, computed with the ωB97M-V functional and the def2-TZVPD basis.

```
! wB97M-V def2-TZVPD RIJCOSX def2/J DEFGRID3
* xyz 0 4
O -0.31018 -1.04971 -1.26990
O -1.32386 -1.17904 -2.13897
C 0.75899 -0.11133 0.58162
C -0.46741 0.02007 -0.39395
Cl -1.98733 -0.11188 0.65207
Cl -0.51596 1.59852 -1.20737
O 1.00381 1.00754 1.33570
Cl 2.24472 -0.61274 -0.26634
H 0.45892 -0.99078 1.17077
H 0.13832 1.42936 1.53637
*
```

HOMO level (alpha / beta): -5.3 / -10.5 eV
energy relative to the best compared isomer or geometry (same formula, charge and spin): 0.000 eV
Kohn-Sham gap (alpha / beta): 5.80 / 4.82 eV


# 2
A cluster of 9 separate species, C4H26N2O9 in total, computed with the ωB97M-V functional and the def2-TZVPD basis.

```
! wB97M-V def2-TZVPD RIJCOSX def2/J DEFGRID3
* xyz -1 2
N 2.17681 0.41237 -0.51110
C -0.90971 -0.82450 -0.19155
C 0.18106 -0.31736 0.78421
C 1.53578 -0.72328 0.29742
C 2.60600 -1.08389 1.28092
N 3.88252 -1.44424 0.87255
O 2.26625 -1.36656 2.41791
H 2.59502 1.09068 0.11245
H 1.47557 0.82537 -1.11725
H -1.91316 -0.38750 -0.10089
H -0.94969 -1.90783 -0.09388
H -0.58294 -0.64262 -1.22210
H 0.08380 0.75353 0.96658
H -0.06750 -0.93903 1.65985
H 1.34018 -1.53421 -0.44723
H 4.23613 -0.97832 0.05610
H 4.44295 -1.61694 1.69231
H -0.20919 2.13262 -2.70686
H 0.45538 1.07986 -3.58325
O -0.01138 1.17762 -2.73150
H -1.44431 2.35385 3.58596
H -1.07862 1.09564 4.22703
O -1.54648 1.38994 3.42956
H -3.80206 -1.60498 0.27721
H -3.88391 -1.32667 1.66349
O -3.72714 -2.10610 1.10841
H 3.86443 -2.02228 -1.64015
H 3.23483 -0.56924 -1.74617
O 3.41952 -1.42109 -2.22559
H -2.27853 3.29236 -2.53299
H -1.31542 3.40847 -1.37389
O -1.37607 3.58311 -2.33288
H -0.67664 -4.86596 1.14043
H -0.36079 -4.01343 2.38385
O -0.59803 -3.95294 1.45917
H -3.12174 0.06961 -3.24240
H -2.14872 0.97331 -2.54735
O -3.05183 0.97159 -2.92076
H -1.21939 2.91174 1.32883
H -0.68933 4.41947 1.58047
O -0.83364 3.70781 0.94312
*
```

HOMO level (alpha / beta): 0.4 / -7.1 eV
energy relative to the best compared isomer or geometry (same formula, charge and spin): 0.274 eV
Kohn-Sham gap (alpha / beta): 2.29 / 9.69 eV


# 3
An isolated molecule of C3H4N2O2, computed with the ωB97M-V functional and the def2-TZVPD basis.

```
! wB97M-V def2-TZVPD RIJCOSX def2/J DEFGRID3
* xyz 0 1
O 0.32694 -2.32427 -0.72165
C 0.14478 -0.99608 -0.55944
C -0.85904 -0.23354 -1.06749
N -0.57741 1.06037 -0.60118
C 0.56438 0.96269 0.10773
O 1.09953 2.06532 0.65180
N 1.03348 -0.25460 0.18727
H 1.16372 -2.53742 -0.28670
H -1.76512 -0.48040 -1.59507
H -0.89182 1.91554 -1.03474
H 1.91757 1.79156 1.08896
*
```

HOMO level: -8.0 eV
energy relative to the best compared isomer or geometry (same formula, charge and spin): 1.233 eV
Kohn-Sham gap: 8.74 eV


# 4
A cluster of 2 separate species, C2H6O3 in total, computed with the ωB97M-V functional and the def2-TZVPD basis.

```
! wB97M-V def2-TZVPD RIJCOSX def2/J DEFGRID3
* xyz 0 1
C -0.31980 0.09651 0.23757
C -0.50241 1.57366 -0.16312
O -1.55161 2.11199 -0.26900
H -1.16843 -0.15142 0.79362
H -0.30871 -0.54025 -0.74355
H 0.54538 -0.26824 0.72040
H 0.43055 2.00972 -0.48080
O 3.53309 -0.68796 -0.02138
O 2.33974 -0.09077 0.31582
H 3.84339 -1.23340 0.71864
H 2.05631 0.15716 -0.51523
*
```

HOMO level: -10.0 eV
energy relative to the best compared isomer or geometry (same formula, charge and spin): 5.029 eV
Kohn-Sham gap: 10.67 eV


# 5
A cluster of 2 separate species, C3H11N2O in total, computed with the ωB97M-V functional and the def2-TZVPD basis.

```
! wB97M-V def2-TZVPD RIJCOSX def2/J DEFGRID3
* xyz 1 1
C -1.22990 0.23567 2.14106
C -0.16395 0.72847 1.20133
O -0.05025 0.19024 0.09237
N 0.61832 1.73742 1.59545
H -1.14308 0.59908 3.17050
H -1.23983 -0.83874 2.12572
H 1.50654 1.93430 1.16080
H 0.50747 2.08588 2.53225
H -2.18193 0.63415 1.79661
C 0.14702 -2.04370 -2.15636
N 0.54525 -0.61972 -2.32734
H 1.39006 -0.49826 -2.88797
H -0.18574 -0.09620 -2.80000
H 0.80506 -0.20812 -1.40568
H -0.67201 -2.03903 -1.44884
H 1.00411 -2.66839 -1.92692
H -0.27662 -2.40597 -3.08063
*
```

HOMO level: -14.1 eV
energy relative to the best compared isomer or geometry (same formula, charge and spin): 0.093 eV
Kohn-Sham gap: 11.00 eV


# 6
A cluster of 4 separate species, CH9NO4 in total, computed with the ωB97M-V functional and the def2-TZVPD basis.

```
! wB97M-V def2-TZVPD RIJCOSX def2/J DEFGRID3
* xyz 0 1
N 1.19347 1.17386 -1.88695
C 0.71995 2.30700 -1.17842
O -0.19932 2.28361 -0.35158
H 2.21225 1.34416 -2.26027
H 0.71712 0.19825 -2.22770
H 1.29498 3.20914 -1.32306
O -2.17679 0.14357 0.61316
H -2.55556 0.53424 1.39263
H -1.39549 0.69240 0.54686
O 1.67995 -1.48791 1.58553
H 1.77676 -2.12184 2.26756
H 0.96019 -1.67095 1.00011
O -1.34689 -2.48327 0.86859
H -1.43782 -2.62037 -0.05325
H -1.44281 -1.50190 1.00681
*
```

HOMO level: -10.7 eV
energy relative to the best compared isomer or geometry (same formula, charge and spin): 1.579 eV
Kohn-Sham gap: 11.19 eV


F_max: 5.16, 3.59, 0.30, 3.71, 1.36, 4.31 (eV Å⁻¹)